No. 1
The following is a quantum chemistry calculation of C39H43ClLuP2Si2 as an isolated structure in a non-equilibrium geometry, from OMol25.

Properties
2S+1 = 1
Kohn-Sham gap (spin up / spin down) = 6.000 / 5.810 eV
LUMO energy (spin up / spin down) = -4.108 / -4.174 eV
Net charge = +1
Max |F| = 8.40 eV Å⁻¹
HOMO (spin up / spin down) = -10.108 / -9.984 eV

```
88
Properties=species:S:1:pos:R:3:forces:R:3
C 2.8760 2.8909 0.3032 -0.4 0.8 0.0
C 1.8785 2.8741 -0.7219 0.2 0.6 0.2
C 0.7483 3.5954 -0.2368 0.5 0.4 0.0
H 2.0058 2.4780 -1.7287 -0.1 0.1 0.3
C 1.0205 4.0187 1.0948 0.6 0.3 -0.4
C 2.3393 3.5916 1.4276 0.1 0.4 -0.8
H 2.8839 3.8507 2.3332 -0.3 -0.2 -0.2
H 3.9040 2.5456 0.2104 -0.3 -0.1 0.1
H -0.1314 3.8683 -0.8173 0.3 -0.2 0.3
H 0.3740 4.6338 1.7204 0.2 -0.3 -0.2
Lu 0.9272 1.5464 1.1586 3.8 -0.2 1.3
Si 0.1556 -2.4018 -1.8120 0.1 1.3 -1.8
C -0.9472 -2.7755 -3.2571 -0.2 0.0 -0.1
C -1.8312 -3.8620 -3.2267 -0.1 0.2 -0.3
H -1.9089 -4.4700 -2.3218 0.0 0.1 -0.3
C -2.6106 -4.1654 -4.3468 0.0 0.1 0.0
H -3.3029 -5.0093 -4.3156 0.2 0.2 0.0
C -2.5217 -3.3793 -5.5004 0.1 0.0 0.3
H -3.1394 -3.6107 -6.3712 0.2 0.1 0.3
C -1.6459 -2.2885 -5.5312 0.1 0.0 0.1
H -1.5783 -1.6653 -6.4251 0.0 -0.2 0.2
C -0.8550 -1.9927 -4.4183 -0.4 -0.3 -0.1
H -0.1581 -1.1520 -4.4534 -0.2 -0.2 -0.1
C -0.4507 -0.9019 -0.8688 1.3 1.9 -1.7
C -0.4288 0.3718 -1.4406 1.3 -2.9 -0.2
H 0.1106 0.5608 -2.3706 -0.2 0.0 0.2
C -1.2249 1.4081 -0.8393 -1.2 1.0 -0.2
H -1.5177 2.2765 -1.4342 0.1 -0.3 0.4
C -1.2551 1.5096 0.6219 1.3 -0.1 2.5
H -1.5406 2.4125 1.1695 0.2 -0.4 0.0
C -1.0920 0.1759 1.2964 0.2 1.4 0.9
H -1.2485 0.0760 2.3695 0.0 0.2 -0.3
C -1.1096 -0.9758 0.4194 -0.5 -0.4 0.9
H -1.3442 -1.9623 0.8275 0.1 0.5 0.2
H 1.4620 -2.0614 -2.4129 0.1 0.1 0.1
Si -2.5358 0.3528 0.0996 -7.6 -2.0 -3.1
C -4.0291 1.0072 1.1074 1.0 -0.1 0.1
C -5.1823 1.4211 0.4359 -0.4 0.0 0.0
H -5.2338 1.3438 -0.6519 -0.1 -0.1 0.3
C -6.2816 1.9218 1.1420 0.3 0.0 0.2
H -7.1770 2.2293 0.6012 0.2 -0.1 0.2
C -6.2277 2.0232 2.5379 0.3 -0.1 -0.2
H -7.0851 2.4068 3.0945 0.3 -0.1 -0.2
C -5.0632 1.6362 3.2118 0.1 0.0 -0.1
H -5.0074 1.7188 4.2980 0.0 0.0 -0.3
C -3.9617 1.1450 2.4984 -0.6 0.2 0.2
H -3.0587 0.8722 3.0464 -0.2 0.1 0.0
C -3.5185 -0.5624 -1.2740 0.6 0.1 0.3
C -3.5494 -0.1180 -2.5949 -0.4 -0.4 -0.2
H -2.9937 0.7691 -2.9062 -0.1 -0.2 0.1
C -4.3053 -0.8107 -3.5462 0.0 0.0 0.0
H -4.3213 -0.4576 -4.5781 -0.1 -0.1 0.3
C -5.0193 -1.9535 -3.1819 0.2 0.1 0.1
H -5.6080 -2.4910 -3.9283 0.2 0.2 0.2
C -4.9507 -2.4240 -1.8678 0.1 0.1 0.1
H -5.4826 -3.3313 -1.5800 0.1 0.2 -0.1
C -4.1902 -1.7339 -0.9188 -0.3 -0.1 -0.4
H -4.1377 -2.1123 0.1060 -0.1 0.1 -0.2
H 0.3244 -3.5782 -1.0838 0.1 -1.3 1.4
Cl 0.1784 1.9785 3.5063 -0.4 0.0 0.3
C 2.7570 -0.6610 4.1414 -0.1 0.0 0.2
P 3.1322 0.8454 3.1740 0.3 0.0 -0.5
C 3.6103 2.0294 4.4706 -0.1 0.1 0.2
C 4.7500 0.4259 2.4072 -0.2 -0.2 -0.4
C 5.9840 0.5985 3.0333 0.2 -0.1 -0.4
C 7.1615 0.2878 2.3407 -0.2 0.0 0.1
C 7.1047 -0.2039 1.0373 -0.2 -0.1 0.0
C 5.8680 -0.3958 0.4065 0.2 0.1 0.1
C 4.6903 -0.0721 1.0772 -0.1 0.4 0.7
P 3.0107 -0.2830 0.3493 0.3 0.2 -0.2
C 3.3713 -0.1786 -1.4339 0.1 -0.1 -0.4
C 2.7192 -2.0608 0.6419 -0.2 -0.4 0.0
H 1.6764 -0.6764 4.3313 0.2 -0.1 0.1
H 3.3022 -0.6043 5.0921 -0.2 -0.3 -0.2
H 3.0510 -1.5630 3.5928 -0.1 0.2 0.2
H 3.9538 1.4758 5.3544 0.0 0.3 -0.1
H 4.4076 2.6900 4.1099 -0.2 -0.1 0.1
H 2.7259 2.6246 4.7281 0.2 -0.1 0.1
H 6.0344 0.9791 4.0543 0.0 -0.1 -0.3
H 8.1236 0.4326 2.8332 -0.2 -0.1 -0.2
H 8.0204 -0.4454 0.4981 -0.2 0.1 0.2
H 5.8320 -0.7884 -0.6107 0.1 0.1 0.3
H 3.7478 -1.1444 -1.7941 0.0 0.3 -0.1
H 2.4592 0.0746 -1.9868 0.2 -0.1 0.1
H 4.1172 0.6038 -1.6218 -0.2 -0.2 0.1
H 2.9711 -2.6259 -0.2633 0.0 0.0 0.3
H 3.3326 -2.4063 1.4831 -0.2 0.0 -0.3
H 1.6598 -2.2224 0.8790 0.2 -0.1 0.0
```
Forces are in eV/Å.

Results of the Löwdin charge analysis, in e, for atoms 1 through 2:
1. C -0.23
2. C -0.21

***

No. 2
The following is a quantum chemistry calculation of C39H43CuN2O5P3S4 as an isolated structure in a non-equilibrium geometry, from OMol25.

Properties
2S+1 = 2
Kohn-Sham gap (spin up / spin down) = 2.472 / 6.059 eV
LUMO energy (spin up / spin down) = 3.941 / 3.930 eV
Net charge = -2
Max |F| = 4.29 eV Å⁻¹
Expectation value of S² = 0.761
HOMO (spin up / spin down) = 1.469 / -2.129 eV

```
97
Properties=species:S:1:pos:R:3:forces:R:3
Cu -3.2251 -0.5282 1.1688 0.4 -0.2 -0.5
C 6.7144 0.8354 -2.1004 2.2 -0.9 -0.3
S 5.7802 1.7465 -3.3542 0.2 -0.4 0.4
C 4.4301 2.4745 -2.4179 -0.7 0.8 0.5
C 3.6351 1.5025 -1.5374 -0.4 0.7 1.1
C 2.1176 1.8791 -1.2967 0.7 -0.9 0.3
N 1.5348 0.9553 -0.3138 -0.4 -0.2 -0.9
P 0.7776 -0.5112 -0.9302 -1.6 1.7 0.8
C 1.1336 -0.7594 -2.6931 0.6 1.6 -0.9
C 0.5382 0.1783 -3.6256 -0.6 -1.4 0.7
C 0.6634 -0.0541 -4.9922 0.9 -1.3 0.2
C 1.4236 -1.1751 -5.4461 -0.6 1.2 2.0
C 1.9891 -2.0625 -4.5323 -0.4 0.9 -1.3
C 1.9090 -1.8138 -3.1925 -1.3 0.5 0.7
C 1.6262 -1.7553 -0.0027 1.1 0.1 0.6
C 2.8220 -1.4928 0.7161 -0.4 -1.0 -0.9
C 3.3786 -2.5734 1.3782 0.2 1.0 -0.4
C 2.7887 -3.7955 1.3707 -0.6 -1.9 0.8
C 1.5421 -4.0322 0.7936 0.9 0.2 -0.9
C 0.9755 -2.9874 0.0762 0.6 -0.2 0.4
P 1.1178 1.5464 1.3685 2.4 -1.1 -0.6
C 2.6333 2.5725 1.6492 -3.4 -2.6 0.6
C 3.6393 1.9471 2.4222 2.3 1.8 -0.8
C 4.8708 2.6230 2.5654 -2.3 -0.5 -0.9
C 5.0431 3.8856 1.8971 0.9 -0.2 0.6
C 3.9714 4.4945 1.2558 -0.5 0.0 -1.3
C 2.7389 3.8475 1.1105 2.3 1.8 0.4
C -0.2609 2.6165 1.0396 -2.8 1.1 1.0
C -1.4551 2.1514 0.3749 1.2 2.0 -1.2
C -2.5758 3.0395 0.1749 0.2 -1.9 -0.3
C -2.7093 4.1373 1.0222 1.5 -0.8 -1.0
C -1.6049 4.5023 1.7993 -0.6 0.1 0.8
C -0.4125 3.7881 1.8506 0.2 -0.5 -0.9
H 6.9643 -0.2313 -2.4625 -0.2 1.8 0.2
H 6.2691 0.6573 -1.1446 -1.0 0.2 0.4
H 7.6603 1.3975 -1.8270 -0.8 -0.8 -0.6
H 3.7594 2.7433 -3.2287 -0.2 0.3 -0.3
H 4.6967 3.4405 -1.9026 -0.1 -1.1 -0.3
H 4.1121 1.3642 -0.5357 -0.4 0.2 -0.7
H 3.6269 0.5406 -2.0367 0.0 -0.4 -0.1
H 1.5842 1.8013 -2.2273 -0.1 -0.3 -0.8
H 1.8729 2.8899 -1.0265 0.7 0.6 0.5
H -0.2113 0.8945 -3.2347 0.7 -0.3 -0.3
H 0.1241 0.5055 -5.7412 0.0 0.4 0.1
H 1.5704 -1.3015 -6.4726 0.0 -0.4 -1.5
H 2.4530 -2.9416 -4.9174 0.5 -0.5 -0.1
H 2.2543 -2.5265 -2.4921 0.7 -0.6 0.6
H 3.4098 -0.5794 0.6312 -0.7 0.0 0.0
H 4.3478 -2.4895 1.8068 0.7 0.2 0.5
H 3.3103 -4.6004 1.8940 -0.2 0.0 -0.2
H 1.1716 -5.0475 0.6809 -0.3 0.2 0.4
H 0.0496 -3.1351 -0.4418 -0.4 0.1 -0.2
H 3.5550 0.9030 2.6376 -0.2 -0.4 0.7
H 5.6745 2.1701 3.0896 0.7 -0.4 0.4
H 6.0549 4.2828 1.7981 -0.3 0.1 0.2
H 4.1789 5.4102 0.6747 -0.3 -0.2 0.5
H 1.9290 4.3222 0.6165 -0.5 0.3 -0.4
H -1.3193 1.2556 -0.2410 -0.5 0.2 0.2
H -3.3126 2.7497 -0.6477 0.9 0.4 1.7
H -3.5807 4.7456 1.0064 -0.6 0.5 0.0
H -1.7984 5.3633 2.4300 0.5 0.1 0.2
H 0.4486 4.0855 2.4703 -0.6 0.1 -0.3
C -2.1366 1.1764 6.0687 0.9 -0.2 -1.3
C -3.4298 1.3329 5.3221 -0.7 -0.5 -0.9
O -4.0766 -0.0052 5.1262 -0.3 2.0 2.3
P -4.1642 -0.7791 3.7929 1.1 0.6 -3.2
S -2.3145 -1.1447 3.1196 0.6 -0.6 0.7
S -5.0454 0.1873 2.2421 -1.2 0.3 1.3
O -4.9517 -2.0586 4.2560 -0.6 -1.7 0.3
C -5.1321 -3.2401 3.3509 -0.2 0.4 1.5
C -4.4372 -4.4949 3.8998 0.6 0.4 0.7
H -1.5204 1.9995 5.6532 0.1 -0.5 0.5
H -1.6968 0.2117 5.6663 -0.2 1.1 1.0
H -2.1912 1.2995 7.1536 -0.1 -0.5 -0.2
H -3.2185 1.8129 4.3498 -0.3 -0.6 0.1
H -4.1437 1.9877 5.8303 -0.2 -0.4 0.0
H -4.7583 -2.9270 2.3809 -0.2 -0.4 -0.3
H -6.2134 -3.4533 3.3687 0.4 0.5 -0.4
H -3.3880 -4.4947 3.6555 0.5 0.3 0.0
H -4.8101 -5.3949 3.4425 -0.6 -0.2 -0.5
H -4.4970 -4.6767 4.9997 -0.3 0.6 -0.7
O -3.5081 0.8227 -1.7485 -0.8 -0.6 -0.1
C -3.6759 -0.3987 -1.7060 1.6 0.4 -1.1
N -3.5262 -1.1768 -0.6352 -0.6 -1.4 0.0
S -3.5342 -2.8141 -0.9822 0.2 0.7 1.5
O -4.6988 -3.5357 -0.4581 1.2 0.7 -0.4
O -2.2057 -3.3149 -0.6270 -1.5 -0.1 -0.6
C -3.7143 -2.5900 -2.7188 1.2 -1.0 -0.7
C -3.4539 -3.5732 -3.6867 0.3 0.6 -0.9
C -3.2781 -3.1207 -5.0248 -0.9 0.6 1.4
C -3.5681 -1.7602 -5.3264 0.2 -1.0 -0.9
C -3.7157 -0.8158 -4.3050 0.0 1.4 -1.1
C -3.7011 -1.2374 -2.9880 -0.9 -0.1 0.1
H -3.3227 -4.6377 -3.4357 0.0 0.7 0.0
H -2.9242 -3.7995 -5.7952 -0.4 0.0 0.0
H -3.6921 -1.5282 -6.4280 0.5 0.2 1.5
H -3.7615 0.2894 -4.5680 -0.1 -1.6 0.5
```
Forces are in eV/Å.

Results of the Löwdin charge analysis, in e, for atoms 1 through 2:
1. Cu -0.24
2. C -0.45